No. 1
C8H22CuF3N8O6 | ωB97M-V/def2-TZVPD

Last column: Mulliken charge in e.
Atoms and positions in Å:
Cu  0.15  0.08  -0.34  1.1140
C  -2.72  -1.71  -0.57  -0.0728
O  -2.29  -3.06  -0.37  -0.2796
O  -2.09  -0.92  0.34  -0.8236
C  -2.45  -1.47  -2.09  0.7699
F  -3.36  -0.56  -2.54  -0.3330
F  -1.24  -0.97  -2.31  -0.2467
F  -2.69  -2.51  -2.95  -0.3130
C  -2.85  -3.76  0.72  -0.2494
C  -2.65  -5.22  0.33  -1.2038
H  -2.77  -5.89  1.18  0.3720
H  -3.44  -5.36  -0.41  0.2906
H  -1.67  -5.36  -0.10  0.2884
H  -3.92  -3.57  0.85  0.3595
H  -2.32  -3.48  1.64  0.2711
H  -3.79  -1.60  -0.33  0.3762
C  -0.87  3.14  -1.15  0.5670
O  -1.23  2.00  -1.34  -0.5820
N  -1.43  4.01  -0.28  -0.3869
N  0.07  3.74  -1.96  -0.3689
H  -1.13  4.97  -0.23  0.1358
H  -2.01  3.77  0.51  0.2294
H  0.50  3.27  -2.73  0.2185
H  0.07  4.75  -1.95  0.1365
C  1.47  -2.22  0.92  0.6401
O  1.75  -1.61  -0.11  -0.6670
N  0.21  -2.62  1.25  -0.2466
N  2.34  -2.58  1.90  -0.3887
H  -0.03  -2.86  2.20  0.1684
H  -0.65  -2.28  0.82  0.0201
H  3.32  -2.38  1.91  0.2036
H  1.96  -2.98  2.73  0.1367
C  0.72  2.35  1.95  0.6038
O  0.71  1.16  1.66  -0.6277
N  1.65  3.27  1.56  -0.3406
N  -0.29  2.98  2.62  -0.4307
H  1.67  4.23  1.82  0.1509
H  2.47  2.86  1.15  0.1695
H  -1.11  2.47  2.89  0.2499
H  -0.17  3.96  2.82  0.1417
C  3.19  1.42  -1.44  0.4840
O  1.99  1.20  -1.45  -0.4607
N  4.07  0.95  -0.57  -0.3271
N  3.84  2.15  -2.43  -0.5037
H  3.76  0.57  0.31  0.2400
H  5.07  1.03  -0.66  0.1637
H  3.36  2.26  -3.30  0.2194
H  4.82  2.38  -2.44  0.1316

Values from the calculation:
- ΔE to the lowest compared entry with this formula, charge and spin: 100.09 kJ/mol
- Highest occupied orbital energy: -6.83 eV

=====

No. 2
C8H22F12N4O6P2 | ωB97M-V/def2-TZVPD

Last column: Mulliken charge in e.
Atoms and positions in Å:
N  1.34  -0.69  3.11  0.2257
H  0.32  -0.62  3.23  0.4800
H  1.61  -1.69  3.16  0.2585
H  1.86  -0.14  3.79  0.2939
H  1.49  -0.34  2.17  -0.1515
N  -2.27  -0.30  1.65  0.8643
O  -2.87  -0.46  2.73  -0.6340
O  -1.01  -0.34  1.59  -0.5927
O  -2.93  -0.10  0.57  -0.6609
N  1.20  -4.19  2.82  0.9711
O  0.10  -3.89  2.33  -0.5990
O  1.65  -3.58  3.84  -0.7027
O  1.90  -5.12  2.32  -0.6748
C  0.84  -0.78  -1.01  -1.7508
C  -0.47  -0.80  -1.79  0.2629
C  -0.68  0.47  -2.58  -0.7533
N  -1.99  0.55  -3.30  0.5236
C  -3.12  0.50  -2.31  -1.2965
C  -2.19  -0.48  -4.39  -0.4390
C  -1.67  0.11  -5.70  -0.5864
C  -1.52  1.61  -5.48  -0.7341
C  -2.09  1.82  -4.08  -0.7739
H  1.65  -0.95  -1.72  0.5041
H  0.82  -1.65  -0.36  0.3841
H  0.98  0.16  -0.49  0.3202
H  -1.31  -0.96  -1.11  0.0544
H  -0.51  -1.65  -2.47  0.2944
H  0.10  0.47  -3.35  0.3155
H  -0.56  1.43  -2.08  0.3872
H  -3.01  1.35  -1.65  0.3067
H  -3.09  -0.48  -1.85  0.5430
H  -4.03  0.55  -2.90  0.5372
H  -3.23  -0.77  -4.36  0.4215
H  -1.57  -1.34  -4.15  0.1615
H  -2.26  -0.26  -6.53  0.3964
H  -0.67  -0.30  -5.87  0.2842
H  -1.99  2.26  -6.21  0.3946
H  -0.46  1.89  -5.42  0.3268
H  -3.16  1.98  -4.22  0.4274
H  -1.77  2.72  -3.56  0.4397
P  4.19  1.11  1.69  1.2530
F  5.72  0.66  1.81  -0.3785
F  3.69  -0.41  1.35  -0.3514
F  4.03  0.87  3.27  -0.3603
F  2.61  1.55  1.56  -0.3831
F  4.56  2.64  1.96  -0.3840
F  4.38  1.31  0.09  -0.4004
P  0.76  0.89  6.27  1.2309
F  1.59  1.73  7.39  -0.3841
F  1.90  -0.26  6.34  -0.3502
F  -0.07  0.18  7.46  -0.3902
F  -0.12  0.10  5.16  -0.3570
F  -0.34  2.08  6.18  -0.3898
F  1.64  1.55  5.08  -0.3847

Values from the calculation:
- Net charge: -2
- ΔE to the lowest compared entry with this formula, charge and spin: 0.00 kJ/mol
- Highest occupied orbital energy: -2.65 eV

=====

No. 3
C8H22F3HfN2O2 | ωB97M-V/def2-TZVPD

Last column: Mulliken charge in e.
Atoms and positions in Å:
Hf  -2.10  -2.64  -2.98  2.0418
F  -1.23  -4.92  -3.11  -0.4743
F  -3.13  -4.02  -1.03  -0.5141
F  -0.41  -2.94  -1.29  -0.5145
C  -1.75  -0.33  2.38  -1.2801
C  -0.62  -1.24  1.87  0.2501
C  0.86  -0.55  1.67  -0.2436
O  1.21  0.01  3.00  -0.3577
C  2.49  0.64  2.96  -0.7875
N  -0.55  -2.49  2.54  -0.0272
H  -1.43  0.05  3.35  0.3948
H  -2.75  -0.75  2.30  0.4724
H  -1.91  0.49  1.68  0.2119
H  -0.95  -1.59  0.89  0.2375
H  1.08  0.19  0.90  0.0058
H  1.60  -1.32  1.42  0.5647
H  3.37  0.00  3.01  0.3524
H  2.78  1.42  3.66  0.3586
H  2.68  1.24  2.07  0.2091
H  -1.44  -2.96  2.45  0.3642
H  -0.24  -2.24  3.47  0.3817
C  0.96  0.20  -2.47  -1.4692
C  -0.40  0.34  -1.76  1.2636
C  -0.66  1.83  -1.42  -1.1506
O  0.34  2.39  -0.50  -0.2705
C  1.34  3.23  -1.06  -0.8575
N  -1.45  -0.14  -2.63  -0.1925
H  1.70  0.59  -1.78  0.3038
H  0.90  0.83  -3.37  0.4877
H  1.23  -0.80  -2.79  0.4014
H  -0.39  -0.27  -0.86  -0.8676
H  -1.61  1.93  -0.90  0.4631
H  -0.84  2.45  -2.30  0.5188
H  2.24  3.00  -1.64  0.3202
H  1.57  3.73  -0.12  0.2867
H  0.81  3.90  -1.73  0.3912
H  -2.18  0.50  -2.36  0.2820
H  -1.12  0.24  -3.51  0.4435

Values from the calculation:
- <S²>: 0.754
- Net charge: +2
- Highest occupied orbital energy (spin up / spin down): -15.84 / -15.83 eV
- Multiplicity: 2

=====

No. 4
C8H22N6O16S | ωB97M-V/def2-TZVPD

Last column: Mulliken charge in e.
Atoms and positions in Å:
C  -0.34  0.91  -4.70  -0.5164
N  -1.24  0.42  -5.79  0.8896
O  -2.42  0.73  -5.68  -0.5393
O  -0.76  -0.22  -6.70  -0.5387
H  -0.41  1.99  -4.71  0.2313
H  0.65  0.50  -4.82  0.3159
H  -0.81  0.54  -3.79  0.1770
C  -2.22  0.78  3.72  -0.5561
N  -1.60  0.43  5.04  0.9729
O  -0.47  -0.01  5.02  -0.5783
O  -2.28  0.56  6.03  -0.5655
H  -2.99  0.06  3.49  0.3143
H  -1.37  0.86  3.06  -0.0389
H  -2.67  1.77  3.82  0.4068
C  -4.86  1.51  -0.39  -0.7201
N  -4.46  1.20  1.01  0.9830
O  -4.41  2.13  1.80  -0.5435
O  -4.30  0.03  1.31  -0.5447
H  -4.60  2.55  -0.56  0.2809
H  -5.90  1.23  -0.50  0.3101
H  -4.25  0.87  -1.02  0.2436
C  2.56  -3.95  -0.92  -0.6147
N  3.96  -4.01  -1.41  0.9902
O  4.30  -3.18  -2.23  -0.5729
O  4.67  -4.91  -0.98  -0.5412
H  2.48  -4.38  0.07  0.2777
H  1.98  -4.49  -1.66  0.4015
H  2.28  -2.90  -0.87  0.0799
C  5.06  -0.75  1.98  -0.8152
N  4.55  -2.12  1.72  0.8562
O  3.37  -2.24  1.38  -0.4610
O  5.32  -3.03  1.86  -0.5027
H  4.39  -0.06  1.48  0.2896
H  6.05  -0.69  1.55  0.3284
H  5.14  -0.61  3.05  0.2980
C  -0.57  3.53  -2.02  -0.8521
N  -1.64  3.63  -0.99  1.0067
O  -1.35  3.35  0.15  -0.5070
O  -2.76  3.84  -1.40  -0.5796
H  0.19  2.87  -1.62  0.2499
H  -0.12  4.49  -2.27  0.3588
H  -1.09  3.15  -2.89  0.3012
C  0.86  -0.14  1.78  -0.0580
C  0.17  -1.51  1.63  -0.0348
O  -0.71  -1.39  0.48  -0.4095
S  -0.23  -0.15  -0.37  1.2015
O  -1.31  0.45  -1.06  -0.4779
O  0.95  -0.48  -1.10  -0.6650
O  0.11  0.73  0.90  -0.2428
H  1.89  -0.13  1.45  -0.0514
H  0.78  0.26  2.79  0.3867
H  -0.44  -1.77  2.49  0.3119
H  0.88  -2.30  1.39  0.0638

Values from the calculation:
- ΔE to the lowest compared entry with this formula, charge and spin: 0.00 kJ/mol
- Highest occupied orbital energy: -11.06 eV

=====

No. 5
C8H22O4 | ωB97M-V/def2-TZVPD

Last column: Mulliken charge in e.
Atoms and positions in Å:
C  -0.13  -2.27  -0.72  -1.3938
C  -0.50  -1.05  -1.63  -1.2017
C  0.34  0.17  -1.52  1.2077
C  0.92  0.74  -2.56  -1.2026
C  0.25  0.95  -0.21  -0.6793
C  1.01  0.65  0.98  0.1634
C  0.40  0.53  2.17  -0.7775
C  0.97  0.46  3.54  -1.1202
H  -0.24  -2.23  0.32  0.4282
H  -0.70  -3.18  -0.87  0.4725
H  0.95  -2.59  -0.81  0.2629
H  -1.56  -0.88  -1.52  0.4047
H  -0.49  -1.39  -2.70  0.4609
H  1.42  1.71  -2.65  0.2650
H  1.17  0.32  -3.58  0.2493
H  -0.79  1.43  -0.05  0.3691
H  0.57  2.10  -0.49  0.2434
H  2.04  0.85  0.82  0.3470
H  -0.67  0.31  2.12  0.4491
H  0.63  1.03  4.38  0.3555
H  0.76  -0.45  4.11  0.3245
H  2.05  0.68  3.44  0.3457
H  -1.45  4.37  -1.74  0.2974
H  -0.98  3.90  -0.23  0.3254
O  -1.40  3.71  -1.06  -0.6136
H  -1.03  2.67  2.49  0.3248
H  0.37  2.71  2.91  0.3807
O  -0.44  3.20  3.06  -0.6563
H  1.00  -2.61  -2.64  0.2972
H  2.50  -2.81  -2.86  0.3121
O  1.71  -2.50  -3.28  -0.6395
H  -3.58  -3.09  0.33  0.2691
H  -2.46  -4.18  0.36  0.3004
O  -2.66  -3.28  0.08  -0.5714

Values from the calculation:
- ΔE to the lowest compared entry with this formula, charge and spin: 276.01 kJ/mol
- Highest occupied orbital energy: -9.13 eV
- SMILES: C=C(CC)C/C=C/C.O.O.O.O